w:
The following is a DFT calculation (ωB97M-V/def2-TZVPD) of C4H7FO2 in the gas phase.

SMILES ... C[C@@H](F)[C@H](O)C=O
HOMO level ... -0.350 Ha

Element x y z (Å)
1 C -0.780 -0.348 1.772
2 C 0.436 -0.786 0.981
3 F 0.394 -2.167 0.562
4 C 0.425 0.038 -0.684
5 O 1.085 1.269 -0.417
6 C -0.437 0.456 -2.193
7 O -0.533 1.600 -2.524
8 H -0.529 0.681 1.825
9 H -1.699 -0.587 1.159
10 H -0.921 -0.795 2.732
11 H 1.577 -0.520 1.142
12 H 1.187 -0.474 -1.123
13 H 0.436 2.034 -0.467
14 H -0.642 -0.402 -2.765

---

x:
The following is a DFT calculation (ωB97M-V/def2-TZVPD) of a molecular structure, C4H7FO2.

HOMO level ... -0.318 Ha

Element x y z (Å)
1 C -0.355 -1.355 -1.640
2 C 0.125 0.016 0.348
3 C 1.405 0.416 -0.283
4 C -0.289 0.547 1.531
5 H -0.428 -2.673 -1.609
6 H -1.075 -0.745 -2.574
7 H 0.767 -1.328 -1.862
8 H 2.030 0.969 0.466
9 H 2.030 -0.534 -0.475
10 H 2.096 0.871 -1.949
11 H -0.050 1.589 2.042
12 O -0.658 -0.950 -0.140
13 O 1.089 1.296 -1.367
14 F -1.570 0.150 2.031

---

Order of stability, best first: w, x

---

w:
The following is a DFT calculation (ωB97M-V/def2-TZVPD) of C16H18N6O2 in the gas phase.

SMILES ... Nc1nonc1-c1nc2ccccc2n1CC(=O)N1CCCCC1
HOMO level ... -0.308 Ha

Element x y z (Å)
1 N -3.750 -2.287 0.729
2 C -2.440 -2.669 0.203
3 N -1.968 -3.786 0.041
4 O -0.832 -3.785 -0.503
5 N -0.534 -2.646 -0.830
6 C -1.627 -1.834 -0.222
7 C -1.782 -0.449 -0.082
8 N -2.810 0.297 0.043
9 C -2.585 1.639 -0.020
10 C -3.295 2.662 0.377
11 C -2.857 4.163 0.218
12 C -1.604 4.240 -0.386
13 C -0.667 2.892 -0.715
14 C -1.196 1.893 -0.381
15 N -0.728 0.535 -0.771
16 C 0.556 0.170 -0.864
17 C 1.552 0.140 0.241
18 O 0.913 0.310 1.503
19 N 2.670 -0.393 0.071
20 C 3.308 -0.531 -0.917
21 C 4.503 0.437 -1.048
22 C 5.498 0.467 -0.261
23 C 4.788 0.517 1.259
24 C 3.571 -0.700 1.334
25 H -4.297 -3.031 1.285
26 H -4.054 -1.217 1.022
27 H -4.450 2.694 0.856
28 H -3.409 4.879 0.450
29 H -1.123 5.168 -0.142
30 H 0.343 3.231 -1.141
31 H 1.087 0.836 -1.556
32 H 0.571 -0.798 -1.455
33 H 2.748 -0.457 -1.870
34 H 3.887 -1.436 -0.998
35 H 5.089 0.059 -2.168
36 H 4.114 1.327 -1.280
37 H 6.254 1.026 -0.223
38 H 6.009 -0.645 0.017
39 H 5.384 0.331 2.211
40 H 4.301 1.615 1.244
41 H 2.973 -0.180 2.181
42 H 3.879 -1.571 1.484

---

x:
The following is a DFT calculation (ωB97M-V/def2-TZVPD) of C16H18N6O2 in the gas phase.

SMILES ... Cc1ccc(C)c(Nc2nc3nonc3nc2N2CCOCC2)c1
HOMO level ... -0.313 Ha

Element x y z (Å)
1 C -4.355 -1.559 1.191
2 C -3.092 -1.481 0.391
3 C -3.138 -1.288 -0.987
4 C -1.975 -1.255 -1.728
5 C -0.720 -1.380 -1.140
6 C 0.496 -1.438 -2.013
7 C -0.671 -1.505 0.251
8 N 0.536 -1.602 0.970
9 C 1.723 -0.995 0.698
10 N 2.789 -1.667 1.053
11 C 3.961 -1.154 0.633
12 N 5.185 -1.600 0.777
13 O 5.954 -0.787 0.032
14 N 5.260 0.181 -0.593
15 C 4.010 0.000 -0.240
16 N 2.923 0.757 -0.480
17 C 1.808 0.333 0.067
18 N 0.738 1.164 -0.013
19 C 0.936 2.380 -0.790
20 C -0.350 3.192 -0.793
21 O -0.724 3.617 0.504
22 C -0.306 2.733 1.521
23 C -0.260 1.284 1.034
24 C -1.850 -1.587 0.991
25 H -4.987 -2.365 0.822
26 H -4.141 -1.737 2.242
27 H -4.916 -0.630 1.102
28 H -4.094 -1.187 -1.480
29 H -2.033 -1.145 -2.802
30 H 0.236 -1.882 -2.973
31 H 0.900 -0.445 -2.207
32 H 1.281 -2.041 -1.560
33 H 0.657 -2.444 1.522
34 H 1.765 2.969 -0.378
35 H 1.214 2.098 -1.808
36 H -1.160 2.594 -1.236
37 H -0.222 4.099 -1.389
38 H -1.027 2.834 2.336
39 H 0.687 3.026 1.895
40 H -0.012 0.629 1.869
41 H -1.247 1.008 0.648
42 H -1.778 -1.725 2.060

---

Order of stability, best first: x, w

---

w:
The following is a DFT calculation (ωB97M-V/def2-TZVPD) of C2H3NS2 in the gas phase.

SMILES ... S=CNC=S
HOMO level ... -0.327 Ha

Element x y z (Å)
1 S -2.599 -0.361 -0.011
2 C -1.030 -0.779 -0.081
3 N -0.240 0.367 -0.282
4 C 1.218 0.509 -0.084
5 S 2.359 -0.652 -0.034
6 H -0.642 -1.878 -0.089
7 H -0.611 1.271 0.101
8 H 1.546 1.524 0.479

---

x:
The following is a DFT calculation (ωB97M-V/def2-TZVPD) of C2H3NS2 in the gas phase.

HOMO level (spin up / spin down) ... -0.314 / -0.280 Ha

Element x y z (Å)
1 C -0.392 -1.241 -0.059
2 C 1.090 0.935 0.281
3 N -1.440 -0.653 -0.296
4 S 1.154 -0.457 -0.617
5 S -2.098 0.758 -0.580
6 H -0.145 -2.151 0.275
7 H 0.364 0.946 1.155
8 H 1.466 1.863 -0.158

---

y:
The following is a DFT calculation (ωB97M-V/def2-TZVPD) of C2H3NS2 in the gas phase.

SMILES ... C=NSC=S
HOMO level ... -0.324 Ha

Element x y z (Å)
1 C -2.907 0.210 0.177
2 N -1.723 0.517 -0.140
3 S -0.478 -0.660 -0.092
4 C 0.838 0.432 -0.051
5 S 2.412 0.085 0.079
6 H -3.313 -0.730 0.597
7 H -3.636 1.023 0.008
8 H 0.476 1.438 -0.161

---

Order of stability, best first: y, w, x